# 1
Computed, not measured: a structure of composition C3H7Br2OP at a distorted geometry, with ωB97M-V/def2-TZVPD.

```
14
Properties=species:S:1:pos:R:3:forces:R:3
C -0.611 -1.305 -0.882 0.029 0.428 0.361
C 0.356 -0.054 1.853 -0.582 0.131 -2.554
C 0.808 1.275 -0.869 -0.312 -0.324 0.171
O -1.719 0.976 0.204 -0.929 0.470 0.043
P -0.457 0.267 0.021 1.742 -0.529 1.950
Br -0.646 -1.498 2.620 -0.065 -0.151 0.297
Br -0.027 1.660 -2.575 0.191 0.186 -0.236
H -1.186 -1.997 -0.268 0.066 0.019 0.028
H -1.199 -1.061 -1.767 0.101 -0.037 -0.024
H 0.344 -1.743 -1.161 0.057 -0.004 0.002
H 1.403 -0.345 1.802 -0.076 0.051 0.052
H 0.204 0.848 2.441 -0.040 -0.062 -0.121
H 1.746 0.754 -1.063 -0.104 0.023 0.079
H 0.986 2.223 -0.357 -0.077 -0.201 -0.048
```
Forces are in eV/Å.

Properties
Multiplicity   1
ΔE to the lowest compared entry with this formula, charge and spin   0.7545 eV

---

# 2
Computed, not measured: a structure of composition C30H54N7NiOP2 at a distorted geometry, with ωB97M-V/def2-TZVPD.

```
95
Properties=species:S:1:pos:R:3:forces:R:3
C 2.233 -1.309 -0.807 -0.366 0.962 -0.713
C 1.218 0.559 -1.869 0.642 -0.854 0.518
C 3.150 -1.433 -1.855 -0.141 0.148 -0.026
C 2.109 0.455 -2.952 -0.099 -0.037 0.278
C 3.093 -0.534 -2.935 -0.214 -0.066 0.398
H 3.890 -2.238 -1.833 -0.273 0.292 -0.037
H 2.022 1.154 -3.789 0.028 -0.281 0.299
H 3.804 -0.621 -3.762 -0.294 0.023 0.335
N 1.312 -0.300 -0.808 0.853 -0.013 -0.467
P 0.373 -2.454 0.935 0.279 -1.141 -0.155
P -0.204 2.161 -0.070 0.070 0.434 -0.691
C 2.159 -2.295 0.335 -0.221 -0.020 0.440
H 2.637 -3.249 0.055 -0.242 0.372 0.140
H 2.695 -1.889 1.214 -0.081 -0.400 -0.497
C -1.597 -0.107 2.092 -5.374 0.263 3.779
O -2.493 -0.078 2.853 4.284 -0.272 -3.586
C 0.039 1.484 -1.840 -0.069 0.067 0.531
H 0.117 2.248 -2.626 -0.006 -0.260 0.335
C -1.834 3.190 -0.122 0.317 -0.092 0.145
C 1.279 3.344 0.218 -0.080 -0.154 -0.256
C -0.470 -3.644 -0.305 0.286 0.349 0.008
C 0.538 -3.332 2.628 -0.084 0.125 -0.282
C -2.965 2.357 0.524 -0.096 -0.023 -0.041
H -2.927 2.430 1.621 -0.013 0.012 -0.292
H -3.933 2.772 0.185 0.351 -0.213 0.221
H -2.920 1.293 0.258 -0.104 0.300 -0.165
C -1.706 4.472 0.727 0.038 0.161 -0.003
H -1.500 4.237 1.785 -0.059 0.133 -0.425
H -0.934 5.164 0.355 -0.328 -0.261 0.093
H -2.675 5.003 0.687 0.356 -0.232 0.033
C -2.218 3.559 -1.566 -0.060 0.143 -0.151
H -2.867 4.455 -1.550 0.234 -0.378 -0.025
H -1.343 3.788 -2.195 -0.406 0.048 0.225
H -2.787 2.749 -2.046 0.304 0.289 0.147
C 1.193 3.947 1.640 0.183 -0.213 0.400
H 0.540 3.345 2.289 0.183 0.241 -0.008
H 2.207 3.938 2.081 -0.512 0.113 -0.046
H 0.838 4.986 1.645 0.014 -0.430 0.035
C 2.586 2.522 0.155 0.165 -0.259 -0.013
H 2.474 1.530 0.618 0.144 0.575 -0.395
H 2.948 2.394 -0.877 -0.196 -0.097 0.335
H 3.363 3.073 0.716 -0.226 -0.247 -0.349
C 1.367 4.457 -0.844 -0.161 0.626 -0.062
H 0.622 4.340 -1.647 0.378 0.097 0.197
H 1.178 5.432 -0.358 0.101 -0.352 -0.471
H 2.370 4.504 -1.303 -0.452 -0.017 0.163
C -0.877 -3.519 3.216 0.003 -0.117 0.030
H -0.795 -4.069 4.172 -0.048 0.234 -0.348
H -1.351 -2.545 3.426 0.118 -0.390 -0.086
H -1.540 -4.099 2.554 0.238 0.176 0.197
C 1.323 -2.421 3.591 0.101 0.010 0.127
H 2.275 -2.072 3.161 -0.297 -0.327 0.320
H 0.734 -1.540 3.885 0.176 -0.333 -0.039
H 1.560 -3.005 4.501 -0.137 0.344 -0.343
C 1.287 -4.678 2.536 0.318 -0.106 0.108
H 2.071 -4.648 1.759 -0.250 -0.126 0.380
H 1.793 -4.867 3.501 -0.242 -0.005 -0.412
H 0.627 -5.531 2.332 0.260 0.388 0.062
C 0.033 -3.241 -1.705 0.116 0.005 -0.155
H 1.073 -3.564 -1.881 -0.327 0.094 0.058
H -0.603 -3.731 -2.465 0.249 0.161 0.315
H -0.041 -2.154 -1.853 -0.057 -0.398 -0.033
C -1.987 -3.352 -0.233 -0.344 -0.362 -0.037
H -2.306 -2.802 -1.136 0.038 -0.090 0.675
H -2.533 -4.314 -0.190 0.143 0.464 -0.020
H -2.259 -2.769 0.661 -0.087 -0.123 -0.410
C -0.187 -5.144 -0.117 0.139 -0.126 0.021
H 0.894 -5.358 -0.058 -0.458 0.047 -0.062
H -0.680 -5.567 0.773 0.162 0.209 -0.353
H -0.581 -5.685 -0.999 0.113 0.268 0.340
Ni -0.173 -0.105 0.790 -0.742 -0.356 -2.861
N -1.453 -0.254 -0.978 0.125 0.809 -0.637
C -1.191 0.488 -1.977 -0.101 -0.707 1.200
C -1.938 0.369 -3.342 0.109 -0.020 0.063
C -1.490 1.405 -4.391 0.124 0.109 -0.060
C -1.665 -1.042 -3.910 0.152 -0.022 -0.028
C -3.455 0.501 -3.087 -0.341 0.135 0.007
H -1.649 2.444 -4.053 0.035 -0.406 -0.139
H -0.423 1.286 -4.651 -0.346 0.034 0.064
H -2.073 1.268 -5.319 0.240 0.023 0.390
H -2.063 -1.805 -3.224 0.159 0.278 -0.243
H -2.152 -1.158 -4.896 0.171 0.059 0.409
H -0.582 -1.218 -4.037 -0.336 0.036 -0.009
H -3.905 1.206 -3.810 0.068 -0.379 0.270
H -3.935 -0.485 -3.199 0.005 0.479 0.115
H -3.668 0.875 -2.071 0.014 -0.289 -0.438
N 1.303 1.737 5.438 -0.119 0.063 0.002
N 1.483 1.158 4.191 -0.292 -0.614 -1.370
N 2.648 0.793 3.704 0.530 -0.094 -0.235
C 2.354 0.282 2.494 -1.124 0.855 1.380
N 1.007 0.321 2.255 3.511 1.406 3.030
N 0.509 0.905 3.342 -1.077 0.314 0.977
H 0.358 1.993 5.760 0.878 -0.517 -0.886
H 2.111 1.901 6.056 -0.553 -0.441 -1.182
H 3.129 -0.049 1.831 -0.068 -0.116 -0.051
```
Forces are in eV/Å.

Properties
Charge   +1
Multiplicity   3
DFT total energy   -3824.7827 Ha

---

# 3
Computed, not measured: a cluster of 2 separate species, C10H12O2S in total at a distorted geometry, with ωB97M-V/def2-TZVPD.

```
25
Properties=species:S:1:pos:R:3:forces:R:3
C 1.369 2.255 -1.838 -1.501 -0.116 3.886
C 0.282 1.243 -2.078 1.315 0.952 -0.129
C 1.750 2.547 -0.535 -1.191 -2.585 -2.337
C -0.382 0.681 -1.065 2.356 1.639 0.113
C 1.268 1.688 0.603 -0.198 -0.391 0.742
C -0.077 1.029 0.343 0.044 -0.856 -0.999
C -2.039 -0.250 1.604 -1.695 -0.917 0.132
C -0.902 0.535 1.246 -0.256 1.518 1.329
C 0.689 -2.872 -0.239 -2.166 1.251 3.178
C -0.686 -3.223 -0.721 -0.734 -2.727 -0.367
O -1.915 1.933 3.346 -0.139 -0.145 -0.180
O -1.692 -2.913 -0.133 0.099 0.554 -0.113
S -1.177 0.688 3.037 0.617 -0.816 -0.603
H 1.562 2.934 -2.595 0.980 0.910 -1.572
H 0.069 0.963 -3.120 0.106 0.088 0.554
H 2.550 3.155 -0.236 0.811 1.322 -0.254
H -0.952 -0.120 -1.344 -2.161 -1.760 0.012
H 1.258 2.287 1.550 -0.072 -0.620 -0.693
H -3.119 0.097 1.711 1.549 -0.002 -0.756
H -1.969 -1.338 1.334 -0.049 0.899 0.921
H 0.808 -3.006 0.896 -0.681 -0.239 -1.475
H 0.674 -1.794 -0.272 0.733 0.595 -0.544
H 1.483 -3.357 -0.656 1.999 -0.945 -1.678
H -0.853 -3.994 -1.598 0.803 1.447 0.936
H 2.001 0.832 0.760 -0.569 0.943 -0.102
```
Forces are in eV/Å.

Properties
Multiplicity   1
ΔE to the lowest compared entry with this formula, charge and spin   5.5572 eV

---

Calculated molar mass, 249.870 649.451 196.271 g/mol (same order as the records).